[1]
The following is a DFT calculation (ωB97M-V with the def2-TZVPD basis set) of a molecular structure, C5H8O.

```
14
Properties=species:S:1:pos:R:3
C 0.654 1.368 -0.936
C 0.509 1.039 0.444
C -0.915 0.425 -0.067
C -0.641 -1.081 -0.075
C 0.868 -1.194 0.199
O 1.183 -0.060 0.986
H 0.211 2.370 -1.074
H 1.427 -1.173 -0.743
H 0.384 1.783 1.236
H -1.637 0.758 0.683
H -1.277 0.779 -1.041
H -1.216 -1.579 0.712
H -0.910 -1.534 -1.033
H 1.149 -2.078 0.776
```

The value obtained for the largest force on an atom is 0.0065 hartree/bohr. Its calculated total energy is -270.4052 Ha. For the highest occupied orbital energy, the calculation gives -0.3204 Ha. The value obtained for the LUMO energy is 0.8 eV.

[2]
The following is a DFT calculation (ωB97M-V with the def2-TZVPD basis set) of a molecular structure, C13H22EuN4O3S in a non-equilibrium geometry.

```
44
Properties=species:S:1:pos:R:3
C 2.341 -3.407 -0.991
C 1.567 -4.494 -0.626
H 3.222 -3.102 -0.407
H 2.254 -2.980 -2.006
C 0.181 -4.403 -0.177
C -0.376 -3.231 0.231
H 0.207 -2.348 0.547
H -1.469 -3.147 0.218
C 2.127 -5.923 -0.746
H 3.195 -5.876 -1.016
H 1.616 -6.499 -1.533
H 2.040 -6.503 0.185
C -0.678 -5.656 -0.186
H -0.337 -6.389 0.564
H -0.652 -6.155 -1.165
H -1.727 -5.391 0.019
Eu -1.493 2.667 1.890
O -0.163 1.630 0.340
C -0.144 1.358 -0.889
O -2.609 2.679 -0.208
C -2.494 1.933 -1.213
O -3.452 1.763 -2.095
N -1.360 1.215 -1.559
C -2.975 0.875 -3.171
C -1.640 0.349 -2.709
H -2.871 1.451 -4.099
H -3.727 0.091 -3.310
H -0.862 0.389 -3.471
H -1.750 -0.689 -2.372
C 1.134 1.268 -1.559
C 2.257 1.595 -0.876
H 1.149 0.805 -2.542
H 2.243 1.637 0.222
H 3.217 1.793 -1.369
N -1.265 5.093 2.550
N -0.071 5.650 3.148
C 0.768 4.764 3.790
N 1.601 5.398 4.659
S 0.846 3.103 3.530
H -2.068 5.263 3.175
H -1.457 5.620 1.689
H -0.242 6.528 3.654
H 2.285 4.870 5.171
H 1.632 6.406 4.710
```

Its charge is +2. The value obtained for the largest force on an atom is 0.0917 hartree/bohr. Its calculated total energy is -2061.1086 Ha. For the highest occupied orbital energy (alpha / beta), the calculation gives -0.3925 / -0.4771 Ha. The spin multiplicity is 8. The value obtained for the LUMO energy (alpha / beta) is -6.8 / -6.8 eV.

[3]
The following is a DFT calculation (ωB97M-V with the def2-TZVPD basis set) of a molecular structure, C50H57IN7O3STi in a non-equilibrium geometry.

```
120
Properties=species:S:1:pos:R:3
Ti 0.625 -0.063 -1.166
C 1.216 5.463 -1.959
C 1.338 4.973 -3.252
C 1.534 3.617 -3.468
C 1.595 2.771 -2.372
C 1.481 3.244 -1.076
C 1.293 4.604 -0.873
N 1.773 1.339 -2.547
C 3.113 0.825 -2.757
C 4.209 1.626 -3.001
C 5.441 1.016 -3.220
C 5.577 -0.365 -3.212
C 4.484 -1.171 -2.934
C 3.267 -0.563 -2.676
N 2.104 -1.253 -2.248
N 2.091 -2.493 -2.168
C 0.820 -2.956 -1.685
C 0.611 -4.319 -1.618
C -0.645 -4.749 -1.210
C -1.620 -3.812 -0.904
C -1.316 -2.463 -0.985
N -0.108 -2.046 -1.367
H 1.058 6.521 -1.800
H 1.279 5.648 -4.095
H 1.639 3.230 -4.474
H 1.532 2.558 -0.237
H 1.198 4.986 0.135
H 4.109 2.700 -3.040
H 6.305 1.637 -3.416
H 6.541 -0.815 -3.402
H 4.573 -2.246 -2.877
H 1.409 -4.998 -1.880
H -0.856 -5.807 -1.133
H -2.607 -4.113 -0.584
H -2.025 -1.687 -0.724
C -3.353 0.553 4.626
C -3.957 1.371 3.484
C -5.370 0.839 3.206
C -4.044 2.834 3.937
C -3.124 1.281 2.205
C -1.964 0.519 2.139
C -1.258 0.464 0.941
N -0.062 -0.182 0.654
C 0.754 -0.872 1.548
C 0.400 -1.559 2.698
C 1.393 -2.154 3.470
C 2.718 -2.039 3.055
C 3.113 -1.400 1.875
C 2.089 -0.830 1.116
O 2.254 -0.211 -0.079
C 4.574 -1.371 1.433
C 4.746 -2.379 0.289
C 5.525 -1.779 2.563
C 4.992 0.030 0.967
C 0.987 -2.902 4.740
C 0.281 -1.932 5.697
C 0.025 -4.041 4.373
C 2.187 -3.507 5.468
C -1.699 1.190 -0.174
O -0.884 1.017 -1.253
C -2.832 2.000 -0.137
C -3.527 1.990 1.075
C -3.344 2.904 -1.261
C -3.448 4.343 -0.735
C -4.735 2.416 -1.694
C -2.453 2.936 -2.501
H -3.978 0.655 5.515
H -2.350 0.896 4.887
H -3.302 -0.511 4.381
H -5.981 0.899 4.109
H -5.338 -0.204 2.885
H -5.869 1.416 2.426
H -4.622 2.908 4.860
H -4.533 3.461 3.190
H -3.050 3.245 4.123
H -1.601 0.008 3.012
H -0.637 -1.653 2.979
H 3.484 -2.484 3.667
H 4.571 -3.396 0.647
H 5.757 -2.329 -0.121
H 4.037 -2.179 -0.512
H 5.370 -2.809 2.886
H 5.423 -1.126 3.431
H 6.554 -1.704 2.207
H 4.422 0.363 0.102
H 6.052 0.023 0.704
H 4.853 0.759 1.768
H -0.615 -1.502 5.244
H 0.942 -1.109 5.976
H -0.022 -2.451 6.608
H -0.891 -3.664 3.915
H -0.258 -4.599 5.268
H 0.493 -4.736 3.674
H 2.894 -2.741 5.792
H 2.722 -4.224 4.843
H 1.843 -4.036 6.358
H -4.422 2.595 1.144
H -4.098 4.420 0.137
H -3.854 4.992 -1.513
H -2.463 4.723 -0.454
H -5.452 2.444 -0.873
H -4.686 1.389 -2.062
H -5.119 3.048 -2.497
H -1.450 3.305 -2.279
H -2.909 3.598 -3.241
H -2.358 1.947 -2.939
I -4.091 1.783 -6.434
C -3.544 -0.012 -5.547
C -4.320 -1.153 -5.672
C -3.891 -2.307 -5.035
C -2.713 -2.270 -4.307
N -1.963 -1.176 -4.179
C -2.378 -0.075 -4.794
H -5.235 -1.145 -6.248
H -4.461 -3.222 -5.103
H -2.355 -3.162 -3.804
H -1.781 0.819 -4.660
O 2.292 0.733 -5.563
S 1.049 0.385 -4.923
N 0.810 0.790 -3.474
```

Its charge is +1. The value obtained for the largest force on an atom is 0.0272 hartree/bohr. Its calculated total energy is -4093.7502 Ha. For the highest occupied orbital energy, the calculation gives -0.3480 Ha. The value obtained for the LUMO energy is -4.4 eV.

[4]
The following is a DFT calculation (ωB97M-V with the def2-TZVPD basis set) of 2 unconnected molecules or ions with the total composition C14H16 in a non-equilibrium geometry.

```
30
Properties=species:S:1:pos:R:3
C -4.617 0.964 -0.577
C -3.306 1.696 -0.679
C -2.139 0.960 -0.353
C -0.991 1.700 -0.263
C -0.896 2.982 -0.714
C -2.024 3.643 -1.178
C -3.299 3.055 -1.055
H -4.733 0.166 -1.388
H -5.521 1.501 -0.808
H -4.730 0.456 0.433
H -2.039 -0.196 -0.140
H -0.109 1.174 -0.075
H 0.152 3.486 -0.579
H -1.807 4.637 -1.631
H -4.135 3.635 -1.308
C 4.330 -3.147 -0.225
C 3.235 -2.317 0.428
C 2.213 -1.893 -0.391
C 1.117 -1.203 0.091
C 1.230 -0.875 1.476
C 2.223 -1.246 2.319
C 3.165 -2.151 1.834
H 4.136 -3.492 -1.238
H 4.476 -4.041 0.467
H 5.218 -2.382 -0.163
H 2.184 -2.174 -1.452
H 0.245 -0.947 -0.543
H 0.418 -0.408 2.057
H 2.130 -0.890 3.245
H 3.876 -2.693 2.410
```

The value obtained for the largest force on an atom is 0.0864 hartree/bohr. Its calculated total energy is -542.9967 Ha. For the highest occupied orbital energy, the calculation gives -0.3254 Ha. The value obtained for the LUMO energy is 0.9 eV. Its SMILES is Cc1ccccc1.Cc1ccccc1.

[5]
The following is a DFT calculation (ωB97M-V with the def2-TZVPD basis set) of C6H6 in the gas phase in a non-equilibrium geometry.

```
12
Properties=species:S:1:pos:R:3
C -0.723 -0.694 -0.531
C -0.253 0.019 0.931
C 0.556 -1.048 0.149
C 1.539 -0.016 -0.372
C -0.793 0.720 -0.438
C 0.559 1.051 0.106
H -1.583 -1.349 -0.665
H -0.843 0.019 1.845
H 0.701 -2.084 0.466
H 1.794 -0.032 -1.448
H -1.693 1.332 -0.467
H 0.738 2.081 0.423
```

The value obtained for the largest force on an atom is 0.0385 hartree/bohr. Its calculated total energy is -231.9769 Ha. For the highest occupied orbital energy, the calculation gives -0.2102 Ha. The value obtained for the LUMO energy is 0.7 eV.

[6]
The following is a DFT calculation (ωB97M-V with the def2-TZVPD basis set) of 3 unconnected molecules or ions with the total composition C33H69FN5O3S2 in a non-equilibrium geometry.

```
113
Properties=species:S:1:pos:R:3
C 5.757 -0.317 0.314
C 5.707 -1.638 -0.483
C 4.607 -1.642 -1.548
C 4.073 -3.031 -1.931
N 2.740 -3.342 -1.366
C 2.213 -4.595 -1.924
C 1.129 -4.280 -2.944
C -0.142 -3.794 -2.281
C -0.987 -4.902 -1.637
N -1.335 -4.511 -0.261
C -1.040 -5.086 0.846
C -0.305 -6.390 0.974
F 1.047 -6.182 0.793
C -0.615 -7.124 2.281
C 0.553 -7.170 3.270
C -1.551 -4.230 1.987
C -1.523 -2.842 1.313
C -2.332 -1.753 2.047
C -1.402 -0.610 2.521
C -1.416 0.593 1.543
C -2.081 1.823 2.159
N -3.543 1.797 2.013
C -4.283 1.080 2.942
C -4.027 1.296 4.411
O -5.167 0.307 2.579
C -2.133 -3.287 -0.030
C 2.822 -3.423 0.050
S 3.530 -4.629 0.878
S 2.023 -2.100 0.884
C 2.895 -1.956 2.450
C 2.401 -2.838 3.610
C 0.928 -3.264 3.554
H 5.934 -0.498 1.369
H 4.816 0.224 0.228
H 6.525 0.344 -0.074
H 5.625 -2.466 0.216
H 6.674 -1.746 -0.967
H 3.797 -0.973 -1.273
H 5.054 -1.241 -2.456
H 4.812 -3.775 -1.622
H 4.003 -3.093 -3.014
H 1.806 -5.246 -1.155
H 2.998 -5.131 -2.454
H 1.504 -3.446 -3.537
H 0.968 -5.110 -3.629
H 0.149 -3.050 -1.537
H -0.777 -3.266 -2.986
H -0.484 -5.862 -1.632
H -1.933 -4.995 -2.162
H -0.636 -7.019 0.145
H -1.463 -6.675 2.792
H -0.910 -8.141 2.041
H 1.503 -7.403 2.807
H 0.345 -7.968 3.978
H 0.598 -6.260 3.861
H -0.759 -4.230 2.739
H -2.524 -4.522 2.362
H -0.521 -2.531 1.020
H -2.799 -2.234 2.900
H -3.077 -1.368 1.360
H -0.391 -0.982 2.660
H -1.799 -0.291 3.479
H -0.383 0.831 1.295
H -1.910 0.327 0.610
H -1.776 1.899 3.197
H -1.687 2.714 1.674
H -3.758 1.432 1.094
H -3.410 2.171 4.592
H -4.990 1.404 4.894
H -3.524 0.438 4.845
H -2.160 -2.583 -0.852
H -3.153 -3.652 0.117
H 2.871 -0.913 2.754
H 3.941 -2.189 2.280
H 3.012 -3.730 3.672
H 2.557 -2.305 4.545
H 0.289 -2.539 3.057
H 0.852 -4.251 3.103
H 0.554 -3.367 4.571
C -4.692 4.606 -2.737
C -3.775 5.290 -1.728
C -2.298 4.898 -1.862
O -1.979 3.608 -1.352
C -2.279 2.532 -2.214
N -4.298 5.048 -0.378
H -4.911 3.575 -2.458
H -5.646 5.128 -2.791
H -4.252 4.606 -3.737
H -3.829 6.366 -1.918
H -1.709 5.597 -1.268
H -1.949 4.998 -2.893
H -2.122 2.798 -3.263
H -3.306 2.180 -2.076
H -1.608 1.709 -1.959
H -3.768 5.599 0.291
H -4.089 4.085 -0.129
C 1.441 7.008 -1.637
C 1.179 7.085 -3.138
C 1.855 8.277 -3.830
O 1.231 9.524 -3.609
C 1.546 10.155 -2.381
N -0.270 7.066 -3.365
H 0.833 7.720 -1.079
H 1.191 6.014 -1.264
H 2.491 7.200 -1.407
H 1.600 6.180 -3.587
H 1.798 8.114 -4.909
H 2.921 8.332 -3.572
H 2.582 9.965 -2.086
H 0.872 9.836 -1.583
H 1.414 11.227 -2.521
H -0.447 7.000 -4.364
H -0.632 7.982 -3.112
```

Its charge is +1. The value obtained for the largest force on an atom is 0.0470 hartree/bohr. Its calculated total energy is -2694.2103 Ha. For the highest occupied orbital energy, the calculation gives -0.3826 Ha. The value obtained for the LUMO energy is -3.6 eV.

[7]
The following is a DFT calculation (ωB97M-V with the def2-TZVPD basis set) of C22H26N2O5 in the gas phase in a non-equilibrium geometry.

```
55
Properties=species:S:1:pos:R:3
C -3.482 -4.682 0.315
O -2.373 -3.849 0.574
C -2.442 -2.500 0.436
C -1.332 -1.831 0.927
C -1.203 -0.441 0.872
C -0.089 0.300 1.395
C 1.160 -0.291 1.951
O 1.729 0.180 2.917
N 1.633 -1.366 1.271
C 2.934 -1.936 1.573
C 3.985 -1.423 0.646
C 4.695 -0.260 0.643
C 5.505 -0.293 -0.519
C 5.232 -1.471 -1.147
C 5.765 -2.072 -2.398
O 4.304 -2.161 -0.447
C -0.158 1.657 1.398
N -1.177 2.365 0.858
C -1.114 3.813 0.836
C -0.298 4.377 -0.343
C -0.833 3.866 -1.677
C 1.194 4.075 -0.216
C -2.292 1.748 0.304
O -3.210 2.410 -0.154
C -2.277 0.291 0.338
C -3.393 -0.380 -0.170
C -3.496 -1.754 -0.152
O -4.567 -2.435 -0.666
C -5.629 -1.691 -1.214
H -4.354 -4.386 0.902
H -3.746 -4.689 -0.744
H -3.162 -5.679 0.618
H -0.572 -2.436 1.394
H 1.223 -1.600 0.380
H 2.874 -3.025 1.498
H 3.168 -1.639 2.598
H 4.644 0.514 1.380
H 6.199 0.457 -0.840
H 6.494 -1.402 -2.843
H 4.960 -2.247 -3.111
H 6.241 -3.029 -2.188
H 0.641 2.227 1.847
H -0.690 4.161 1.781
H -2.145 4.165 0.749
H -0.433 5.464 -0.305
H -1.905 4.025 -1.747
H -0.346 4.382 -2.501
H -0.641 2.799 -1.784
H 1.385 3.008 -0.308
H 1.583 4.420 0.740
H 1.741 4.583 -1.007
H -4.176 0.239 -0.576
H -5.303 -1.095 -2.071
H -6.089 -1.036 -0.469
H -6.358 -2.430 -1.545
```

The value obtained for the largest force on an atom is 0.0200 hartree/bohr. Its calculated total energy is -1339.6556 Ha. For the highest occupied orbital energy, the calculation gives -0.2882 Ha. The value obtained for the LUMO energy is 0.7 eV. Its SMILES is COc1cc2c(C(=O)NCc3ccc(C)o3)cn(CC(C)C)c(=O)c2cc1OC.

[8]
The following is a DFT calculation (ωB97M-V with the def2-TZVPD basis set) of 8 unconnected molecules or ions with the total composition C30H50O19S in a non-equilibrium geometry.

```
100
Properties=species:S:1:pos:R:3
C -4.966 -1.505 -1.538
C -4.861 -0.027 -1.710
C -4.430 0.842 -0.526
O -3.012 0.909 -0.635
C -2.699 0.682 -1.941
O -1.634 0.894 -2.421
O -3.742 0.217 -2.609
H -4.149 -1.940 -0.959
H -4.890 -1.949 -2.530
H -5.926 -1.744 -1.078
H -5.739 0.380 -2.212
H -4.743 0.263 0.346
H -4.831 1.853 -0.523
C -1.959 -2.239 0.834
C -2.496 -1.683 2.136
C -2.106 -2.412 3.455
O -1.423 -1.460 4.252
C -1.396 -0.278 3.582
O -0.904 0.719 4.034
O -1.966 -0.375 2.401
H -0.904 -2.509 0.833
H -1.982 -1.394 0.134
H -2.540 -3.015 0.338
H -3.573 -1.530 2.023
H -1.515 -3.285 3.175
H -2.998 -2.634 4.048
C -3.506 2.798 3.400
C -2.988 4.028 2.664
C -1.557 4.583 2.900
O -1.087 4.879 1.576
C -1.850 4.219 0.681
O -1.651 4.185 -0.494
O -2.882 3.632 1.307
H -4.569 2.572 3.411
H -3.367 3.102 4.450
H -2.853 1.959 3.184
H -3.684 4.870 2.783
H -0.912 3.877 3.428
H -1.581 5.538 3.422
C 5.368 2.020 -0.126
C 5.753 0.537 -0.272
C 4.589 -0.413 0.009
O 4.748 -1.416 -0.974
C 5.395 -0.868 -2.015
O 5.385 -1.339 -3.122
O 5.889 0.317 -1.701
H 4.848 2.331 -1.032
H 6.166 2.750 -0.007
H 4.633 2.106 0.676
H 6.667 0.192 0.213
H 3.634 0.117 0.055
H 4.631 -0.851 1.010
C 3.402 5.089 2.961
C 2.254 4.983 1.944
C 1.978 6.096 0.941
O 2.092 5.463 -0.306
C 2.427 4.148 -0.184
O 2.473 3.409 -1.097
O 2.457 3.831 1.170
H 3.502 4.128 3.466
H 3.310 5.923 3.652
H 4.360 5.187 2.440
H 1.312 4.865 2.487
H 2.605 6.989 0.964
H 0.923 6.369 1.018
O -3.152 -5.009 -4.240
S -2.042 -4.802 -3.362
O -1.919 -5.586 -2.167
C -0.492 -4.939 -4.331
C -0.214 -3.492 -4.765
C -0.503 -2.638 -3.522
C -1.930 -2.975 -3.056
H -0.652 -5.699 -5.093
H 0.200 -5.381 -3.613
H 0.837 -3.376 -5.024
H -0.847 -3.243 -5.617
H -0.345 -1.576 -3.698
H 0.297 -2.953 -2.847
H -2.659 -2.444 -3.662
H -2.137 -2.863 -1.993
C 0.581 1.206 0.657
C 0.955 0.004 -0.178
C 1.244 0.158 -1.642
O 0.919 -1.126 0.280
H 1.333 1.505 1.400
H -0.225 1.225 1.400
H 0.370 2.033 -0.021
H 1.292 1.215 -1.894
H 0.453 -0.407 -2.119
H 2.261 -0.222 -1.746
C 3.054 -4.060 0.349
C 2.201 -5.325 0.285
C 0.699 -5.153 0.207
O 2.710 -6.401 0.474
H 3.964 -4.439 0.820
H 2.721 -3.334 1.095
H 3.214 -3.558 -0.601
H 0.415 -4.754 -0.773
H 0.313 -4.480 0.970
H 0.152 -6.095 0.234
```

The value obtained for the largest force on an atom is 0.0534 hartree/bohr. Its calculated total energy is -3000.8891 Ha. For the highest occupied orbital energy, the calculation gives -0.3400 Ha. The value obtained for the LUMO energy is 0.2 eV. Its SMILES is C[C@H]1COC(=O)O1.C[C@H]1COC(=O)O1.C[C@H]1COC(=O)O1.C[C@H]1COC(=O)O1.C[C@H]1COC(=O)O1.O=S1(=O)CCCC1.CC(C)=O.CC(C)=O.

Taking the records one at a time from the top gives energy above the lowest of the compared OMol25 structures with the same formula, charge and spin values of 95.82 0.00 36.58 47.79 156.52 0.00 53.02 0.00 kcal per mole.